110
Properties=species:S:1:pos:R:3 method="wB97M-V/def2-TZVPD" e_above_lowest_kj_mol=228.2 homo_lumo_gap_ev=6.2
Hg 1.642 0.858 -2.331
C 5.679 -1.163 -0.794
C 4.789 -0.242 -1.356
N 3.582 -0.561 -1.757
C 3.191 -1.829 -1.633
C 3.961 -2.865 -1.043
C 5.248 -2.475 -0.711
C 3.437 -4.189 -0.866
C 2.154 -4.410 -1.218
C 1.373 -3.438 -1.845
C 1.827 -2.170 -2.110
N 1.003 -1.153 -2.657
C -0.170 -1.276 -3.329
C -0.565 -2.419 -3.930
C -1.775 -2.569 -4.692
C -2.607 -1.492 -4.856
C -2.205 -0.268 -4.260
C -3.034 0.867 -4.423
C -2.646 2.022 -3.830
C -1.535 2.051 -2.982
N -0.744 0.996 -2.832
C -1.060 -0.166 -3.423
H 6.698 -0.839 -0.642
H 5.038 0.767 -1.666
H 5.912 -3.223 -0.353
H 4.089 -4.975 -0.489
H 1.792 -5.412 -1.225
H 0.362 -3.708 -2.220
H 0.143 -3.226 -3.934
H -1.948 -3.568 -5.148
H -3.493 -1.503 -5.515
H -3.855 0.906 -5.149
H -3.167 2.954 -3.991
H -1.323 3.007 -2.480
F 1.699 2.236 -4.428
As 3.183 2.038 -5.370
F 3.180 3.771 -5.697
F 4.015 2.269 -3.822
F 4.703 1.820 -6.159
F 2.997 0.342 -5.070
F 2.252 1.813 -6.790
C -2.521 -0.464 -0.355
O -1.807 0.595 0.418
C -1.302 0.284 1.664
O -0.786 1.155 2.284
C -1.329 -1.137 2.143
C -2.117 -1.543 3.133
As -2.319 -3.363 3.910
C -1.198 -3.282 5.442
C -1.171 -3.938 2.469
C 0.115 -3.528 2.294
As 0.021 -2.101 0.927
C 1.600 -0.946 1.111
C 1.057 -3.429 3.374
O 1.571 -2.343 3.561
O 1.350 -4.547 3.986
C 2.317 -4.394 5.040
C -1.974 -4.138 1.264
O -3.151 -3.861 1.082
O -1.293 -4.855 0.299
C -1.853 -4.789 -1.028
C -2.911 -0.674 4.072
O -2.484 -0.346 5.154
O -4.144 -0.241 3.783
C -4.714 -0.617 2.560
H -2.457 -1.475 0.081
H -2.031 -0.475 -1.301
H -3.576 -0.193 -0.551
H -1.124 -4.263 5.898
H -1.847 -2.548 5.935
H -0.261 -2.765 5.304
H 1.377 -0.332 1.963
H 1.546 -0.345 0.179
H 2.526 -1.525 1.187
H 2.392 -5.323 5.621
H 2.039 -3.644 5.763
H 3.267 -4.050 4.641
H -1.256 -5.509 -1.595
H -1.739 -3.844 -1.458
H -2.918 -4.932 -1.020
H -4.343 -1.618 2.244
H -4.516 0.140 1.827
H -5.769 -0.715 2.727
C -1.612 5.736 4.148
C -1.524 4.343 3.505
N -0.916 4.269 2.132
C -1.903 4.323 1.049
C -1.885 5.651 0.248
C 0.433 4.364 1.963
O 1.215 4.621 2.889
C 1.086 4.155 0.625
C 1.942 5.108 0.064
C 2.557 5.003 -1.145
C 2.351 3.830 -1.856
N 1.636 2.865 -1.304
C 0.935 3.041 -0.170
H -2.143 5.518 5.115
H -2.169 6.482 3.629
H -0.670 6.235 4.322
H -2.558 3.922 3.394
H -1.049 3.642 4.195
H -2.815 4.034 1.425
H -1.562 3.487 0.355
H -2.171 6.499 0.887
H -2.727 5.556 -0.498
H -0.978 5.913 -0.265
H 2.214 6.022 0.630
H 3.072 5.850 -1.593
H 2.810 3.686 -2.888
H 0.342 2.186 0.139

103
Properties=species:S:1:pos:R:3 method="wB97M-V/def2-TZVPD" charge=-1 e_above_lowest_kj_mol=61.1 homo_lumo_gap_ev=6.7
Sr 0.802 0.349 0.916
O 3.924 -1.513 -0.463
C 2.705 -1.431 -0.324
O 1.888 -0.693 -0.950
C 2.168 -2.364 0.829
C 2.670 -1.907 2.219
C 2.806 -3.111 3.155
C 1.321 -3.431 3.464
C 0.598 -2.348 2.659
O 1.516 -1.227 2.785
C 0.658 -2.707 1.155
C -0.580 -2.224 0.325
O -1.046 -3.047 -0.462
O -1.106 -1.091 0.620
H 2.664 -3.302 0.585
H 3.522 -1.234 2.185
H 3.339 -3.930 2.676
H 3.345 -2.833 4.061
H 1.021 -4.429 3.150
H 1.104 -3.328 4.527
H -0.380 -2.056 3.033
H 0.569 -3.787 1.055
C 1.802 7.461 -3.151
C 1.551 7.646 -1.648
C 0.170 8.283 -1.445
C 2.604 8.613 -1.107
C 1.601 6.289 -0.947
C 0.710 5.288 -1.315
C 0.753 4.064 -0.687
Br -0.491 2.719 -1.238
C 1.664 3.716 0.336
O 1.642 2.549 0.889
C 2.574 4.749 0.706
C 2.511 5.980 0.063
C 3.610 4.476 1.801
C 4.533 3.327 1.370
C 4.495 5.693 2.083
C 2.900 4.113 3.115
H 1.761 8.423 -3.669
H 1.057 6.803 -3.600
H 2.785 7.017 -3.323
H 0.117 9.253 -1.948
H -0.031 8.432 -0.382
H -0.622 7.650 -1.848
H 2.529 9.567 -1.635
H 3.615 8.228 -1.252
H 2.461 8.807 -0.042
H -0.026 5.451 -2.093
H 3.214 6.742 0.363
H 5.100 3.610 0.480
H 3.964 2.430 1.137
H 5.245 3.096 2.168
H 5.065 5.994 1.202
H 5.210 5.435 2.868
H 3.913 6.550 2.430
H 2.275 3.233 2.984
H 2.274 4.946 3.449
H 3.637 3.909 3.897
C -3.688 -4.899 0.246
N -3.277 -4.584 1.598
C -2.856 -3.415 2.099
N -2.705 -3.506 3.408
C -3.076 -4.787 3.656
N -3.438 -5.477 2.596
C -5.180 -4.723 0.069
C -5.948 -5.651 -0.621
C -7.314 -5.459 -0.782
C -7.934 -4.333 -0.269
C -7.167 -3.392 0.410
C -5.803 -3.595 0.582
C -7.753 -2.153 0.924
N -8.953 -1.866 1.290
N -8.934 -0.532 1.694
C -7.721 -0.127 1.552
O -6.912 -1.095 1.060
C -7.114 1.179 1.812
C -7.683 2.073 2.710
C -7.061 3.291 2.946
C -5.884 3.620 2.289
C -5.319 2.734 1.377
C -4.044 3.065 0.643
N -2.853 2.804 1.436
C -2.211 1.646 1.614
N -1.076 1.850 2.256
C -1.068 3.198 2.435
N -2.123 3.815 1.958
C -5.937 1.516 1.148
H -3.397 -5.929 0.049
H -3.123 -4.246 -0.425
H -2.669 -2.544 1.483
H -3.071 -5.224 4.642
H -5.477 -6.537 -1.029
H -7.899 -6.197 -1.316
H -8.997 -4.171 -0.393
H -5.224 -2.858 1.122
H -8.599 1.805 3.219
H -7.496 3.987 3.650
H -5.397 4.569 2.483
H -3.998 4.118 0.372
H -3.973 2.479 -0.273
H -2.559 0.691 1.247
H -0.255 3.727 2.904
H -5.504 0.819 0.441

105
Properties=species:S:1:pos:R:3 method="wB97M-V/def2-TZVPD" charge=+2 e_above_lowest_kj_mol=48.7 homo_lumo_gap_ev=6.3
Pt -0.140 0.661 0.580
C 3.383 -2.072 1.299
N 3.284 -1.612 -0.069
C 4.406 -1.968 -0.926
C 2.328 -0.753 -0.479
N 1.826 0.148 0.385
C 2.644 0.694 1.421
C 3.901 1.137 1.139
C 4.662 1.807 2.120
C 4.108 2.099 3.328
C 2.804 1.644 3.663
C 2.231 1.943 4.925
C 1.006 1.459 5.256
C 0.312 0.608 4.370
C 0.842 0.268 3.159
N 0.185 -0.681 2.318
C -0.177 -1.846 2.824
N 0.325 -2.341 3.989
C -0.564 -2.942 4.976
C 1.626 -1.998 4.535
N -1.077 -2.635 2.181
C -1.928 -2.072 1.156
C -1.078 -4.086 2.291
C 2.083 0.855 2.733
N 1.925 -0.870 -1.752
C 1.363 0.234 -2.490
C 1.812 -2.175 -2.396
H 3.653 -3.129 1.288
H 2.414 -1.958 1.772
H 4.139 -1.518 1.863
H 5.332 -1.661 -0.435
H 4.327 -1.457 -1.882
H 4.440 -3.045 -1.093
H 4.298 1.018 0.139
H 5.662 2.138 1.885
H 4.661 2.669 4.060
H 2.784 2.561 5.618
H 0.569 1.702 6.215
H -0.641 0.181 4.661
H -1.574 -3.023 4.588
H -0.586 -2.309 5.867
H -0.213 -3.933 5.268
H 2.294 -1.627 3.765
H 2.060 -2.905 4.960
H 1.553 -1.244 5.323
H -2.767 -1.531 1.595
H -2.300 -2.861 0.506
H -1.306 -1.385 0.573
H -0.249 -4.419 2.907
H -0.965 -4.517 1.294
H -2.013 -4.446 2.723
H 1.916 1.139 -2.266
H 0.300 0.372 -2.247
H 1.464 0.019 -3.551
H 2.116 -2.961 -1.714
H 2.432 -2.216 -3.291
H 0.771 -2.337 -2.684
Cl -4.466 -0.007 2.952
C -4.355 0.410 1.264
Cl -2.835 1.325 0.888
H -5.140 1.110 0.992
H -4.350 -0.477 0.641
F -0.941 5.868 5.712
C -0.082 6.287 4.781
F -0.346 7.568 4.519
F 1.145 6.232 5.317
C -0.144 5.439 3.533
C 0.417 5.923 2.358
C 0.436 5.127 1.230
C -0.092 3.833 1.272
C -0.677 3.375 2.447
C -0.706 4.175 3.576
P -0.073 2.798 -0.211
C -1.494 3.324 -1.208
C -2.007 2.483 -2.197
C -3.067 2.895 -2.984
C -3.633 4.148 -2.768
C -3.144 4.981 -1.778
C -2.075 4.568 -0.996
C -4.780 4.590 -3.650
F -5.465 5.599 -3.110
F -5.637 3.582 -3.862
F -4.331 4.991 -4.845
C 1.388 3.373 -1.120
C 1.331 3.585 -2.500
C 2.458 3.992 -3.192
C 3.647 4.206 -2.504
C 3.705 4.033 -1.129
C 2.578 3.618 -0.440
C 4.899 4.592 -3.256
F 5.674 5.404 -2.536
F 5.623 3.495 -3.537
F 4.623 5.196 -4.412
H 0.835 6.920 2.325
H 0.866 5.518 0.318
H -1.106 2.384 2.510
H -1.159 3.813 4.486
H -1.596 1.497 -2.348
H -3.462 2.248 -3.754
H -3.594 5.948 -1.611
H -1.706 5.225 -0.220
H 0.406 3.452 -3.042
H 2.410 4.160 -4.259
H 4.623 4.235 -0.596
H 2.633 3.502 0.633

98
Properties=species:S:1:pos:R:3 method="wB97M-V/def2-TZVPD" e_above_lowest_kj_mol=9.0 homo_lumo_gap_ev="3.2 / 3.2"
Os 0.003 -0.288 -0.486
C 0.807 -3.590 2.040
C 1.853 -2.528 2.214
C 3.103 -2.907 2.694
C 4.110 -1.980 2.876
C 3.863 -0.650 2.591
C 2.625 -0.223 2.122
C 2.418 1.236 1.866
C 1.621 -1.178 1.926
N 0.324 -0.790 1.411
C -0.747 -0.792 2.224
C -0.675 -1.125 3.681
C -1.949 -0.407 1.614
C -3.246 -0.487 2.362
N -1.830 -0.030 0.322
C -2.880 0.765 -0.274
C -3.390 1.893 0.404
C -2.926 2.398 1.744
C -4.402 2.641 -0.187
C -4.910 2.318 -1.429
C -4.378 1.236 -2.100
C -3.361 0.459 -1.556
C -2.860 -0.664 -2.416
H 1.275 -4.572 1.988
H 0.235 -3.446 1.130
H 0.108 -3.605 2.880
H 3.280 -3.953 2.909
H 5.082 -2.291 3.235
H 4.642 0.088 2.733
H 3.292 1.801 2.187
H 1.555 1.604 2.414
H 2.261 1.428 0.806
H 0.357 -1.201 4.017
H -1.173 -2.074 3.892
H -1.176 -0.360 4.276
H -3.402 -1.517 2.692
H -4.089 -0.201 1.738
H -3.249 0.140 3.254
H -2.110 1.834 2.173
H -3.751 2.384 2.460
H -2.594 3.433 1.651
H -4.783 3.502 0.349
H -5.697 2.911 -1.875
H -4.741 0.978 -3.088
H -2.698 -0.298 -3.430
H -3.587 -1.478 -2.453
H -1.921 -1.070 -2.067
Cl 4.566 3.333 -3.998
C 3.106 2.601 -3.452
C 1.896 2.906 -4.075
Cl 1.854 4.004 -5.402
C 0.710 2.333 -3.615
Cl -0.816 2.703 -4.324
C 0.746 1.448 -2.549
O -0.352 0.897 -2.014
C 1.965 1.115 -1.937
O 1.899 0.273 -0.916
C 3.142 1.712 -2.377
Cl 4.607 1.356 -1.544
C 3.277 -2.246 -1.138
Si 1.664 -2.721 -1.946
C 1.717 -2.077 -3.706
C 1.619 -4.604 -1.862
N 0.152 -2.112 -1.154
C -0.991 -2.950 -1.226
C -1.855 -3.136 -0.146
C -2.993 -3.916 -0.265
C -3.299 -4.550 -1.460
C -2.444 -4.382 -2.540
C -1.313 -3.592 -2.428
H 3.963 -3.080 -1.315
H 3.212 -2.090 -0.065
H 3.711 -1.352 -1.574
H 2.633 -2.427 -4.188
H 1.750 -0.985 -3.699
H 0.873 -2.376 -4.327
H 1.994 -5.032 -2.794
H 0.641 -5.038 -1.672
H 2.291 -4.927 -1.065
H -1.642 -2.657 0.796
H -3.644 -4.032 0.592
H -4.186 -5.161 -1.549
H -2.663 -4.857 -3.487
H -0.690 -3.445 -3.298
Cl -0.240 3.187 3.701
C 0.511 4.394 2.702
C 1.002 5.514 3.343
C 1.588 6.537 2.613
C 1.677 6.438 1.225
C 1.190 5.326 0.587
C 0.587 4.245 1.291
C 0.131 3.152 0.548
H 0.918 5.582 4.419
H 1.970 7.408 3.127
H 2.132 7.234 0.651
H 1.264 5.241 -0.490
H 0.204 3.174 -0.529
H -0.323 2.287 1.014

no.,electronic energy (eV),strongest force on any atom (eV/A)
1,-273140.9292,5.21
2,-141407.1973,1.12
3,-115235.7853,1.09
4,-125790.6551,1.22